C10H15O3PS2 in the gas phase in a non-equilibrium geometry. Source: the Open Molecules 2025 dataset; level of theory: ωB97M-V/def2-TZVPD.

```
31
Properties=species:S:1:pos:R:3:forces:R:3
C -1.6319 0.2944 4.3002 -0.34 0.00 0.50
O -0.7714 0.3101 3.1741 0.70 -0.67 -0.74
P -0.0711 -1.0346 2.6088 0.22 0.15 0.75
S -0.0968 -2.5257 3.8489 0.04 0.53 -0.66
O 1.3633 -0.4819 2.1517 -0.96 -0.38 -0.12
C 2.3401 -0.2458 3.1536 0.40 0.02 0.30
O -0.7606 -1.3407 1.2167 0.02 0.01 0.13
C -0.5034 -0.7892 -0.0324 0.05 0.04 -0.34
C -0.7121 -1.6085 -1.1264 -0.04 -0.05 0.28
C -0.5001 -1.1142 -2.4001 0.06 0.12 0.13
C -0.0699 0.1914 -2.5828 -0.05 0.01 -0.22
S 0.2237 0.8901 -4.1812 -0.02 0.06 -0.20
C -0.5102 -0.3154 -5.3209 0.21 0.20 0.52
C 0.1513 1.0211 -1.4741 -0.05 -0.17 -0.10
C 0.6466 2.4175 -1.6689 -0.04 0.01 0.01
C -0.0840 0.5193 -0.2048 -0.09 -0.15 0.14
H -2.6621 0.4280 3.9723 0.01 0.04 -0.02
H -1.5402 -0.6536 4.8345 -0.04 0.15 0.00
H -1.3393 1.1159 4.9563 -0.05 -0.05 -0.09
H 3.2873 -0.1176 2.6334 -0.04 0.02 0.07
H 2.0984 0.6540 3.7203 0.00 0.04 -0.03
H 2.3966 -1.0965 3.8354 0.06 0.03 -0.05
H -1.0368 -2.6263 -0.9766 -0.03 -0.09 0.05
H -0.6593 -1.7660 -3.2402 -0.04 -0.10 -0.15
H -0.4944 0.1590 -6.2974 0.01 0.00 -0.05
H -1.5370 -0.5146 -5.0254 -0.04 -0.10 -0.08
H 0.0839 -1.2254 -5.3418 -0.09 -0.08 -0.09
H 1.6431 2.4040 -2.1084 0.12 0.07 -0.02
H 0.6850 2.9558 -0.7268 0.02 0.06 0.07
H 0.0005 2.9537 -2.3618 -0.05 0.13 -0.03
H 0.0609 1.1417 0.6636 0.05 0.16 0.04
```
Forces are in eV/Å.

The SMILES is COP(=S)(OC)Oc1ccc(SC)c(C)c1. For the gap between HOMO and LUMO, the calculation gives 0.32287 Ha.

***

C10H15P in the gas phase in a non-equilibrium geometry. Source: the Open Molecules 2025 dataset; level of theory: ωB97M-V/def2-TZVPD.

```
26
Properties=species:S:1:pos:R:3:forces:R:3
C -3.2458 0.1258 0.0477 -0.14 -1.46 0.55
C -1.7745 0.4523 0.2869 1.09 2.47 -3.21
C -1.3730 1.8969 -0.4649 -1.93 -1.03 0.87
C -0.7976 -0.4659 -0.4070 0.77 -1.63 0.00
P -1.1107 -2.2623 0.3973 0.06 1.46 -0.26
C 0.6947 -0.2558 -0.0949 2.13 0.77 -2.61
C 1.5907 -0.3346 -1.2626 0.98 0.13 4.68
C 2.9854 -0.3213 -1.0236 -1.23 0.13 0.50
C 3.4458 -0.1673 0.3086 2.66 -0.21 -1.44
C 2.6523 -0.0305 1.3910 -0.45 0.42 -0.80
C 1.3106 0.0053 1.1598 -2.83 -0.85 -1.11
H -3.5571 -0.0592 -1.0216 0.53 0.81 0.99
H -3.6283 -0.8019 0.5789 0.80 0.92 -0.40
H -3.7083 0.9458 0.5594 -1.15 0.52 -0.37
H -1.5141 0.6153 1.3006 -0.04 -0.34 1.24
H -1.8606 2.8142 -0.0131 0.63 -1.08 -0.20
H -0.2494 1.9814 -0.4384 -1.40 0.09 -0.61
H -1.9368 1.7249 -1.4334 1.49 0.61 0.51
H -0.8928 -0.4277 -1.5955 -0.18 -0.33 2.63
H -0.0972 -1.9430 1.3551 -0.70 -0.33 0.18
H -0.0823 -2.7251 -0.3643 0.77 -1.03 -0.83
H 1.2405 -0.4248 -2.2327 -0.84 -0.26 -1.67
H 3.6165 -0.4466 -1.9023 0.27 0.17 0.49
H 4.5018 -0.0896 0.6593 -0.45 -0.36 -1.45
H 3.2061 0.1073 2.2862 -0.51 0.15 1.11
H 0.5839 0.0866 1.9236 -0.35 0.24 1.23
```
Forces are in eV/Å.

The SMILES is CC(C)[C@H](P)c1ccccc1. For the gap between HOMO and LUMO, the calculation gives 0.34212 Ha.

***

2 unconnected molecules or ions with the total composition C10H16 in a non-equilibrium geometry. Source: the Open Molecules 2025 dataset; level of theory: ωB97M-V/def2-TZVPD.

```
26
Properties=species:S:1:pos:R:3:forces:R:3
C -1.2560 -0.9913 -3.8241 -0.96 -0.18 0.97
C 0.1585 0.2543 -0.5810 1.39 1.47 0.99
C 0.1096 -0.2506 -1.8848 1.23 -1.02 -0.63
C -0.8905 0.9624 -0.0255 1.47 -1.38 0.08
C -1.1123 -0.2065 -2.5526 -0.82 -0.10 -0.25
C -2.1034 1.0138 -0.7047 -0.70 1.38 1.89
C -2.1779 0.4398 -1.9593 -0.33 -0.70 -2.06
H 1.1826 0.3286 -0.1547 -0.80 -0.21 0.29
H 0.9710 -0.8065 -2.2907 -0.51 0.22 0.11
H -0.7173 1.3076 0.9742 -0.31 0.57 0.42
H -2.9672 1.4634 -0.2218 -0.03 -0.03 -0.19
H -2.1423 -0.5979 -4.3063 -0.14 -0.18 -0.69
H -1.4189 -2.0551 -3.5757 -0.09 0.20 -0.08
H -3.1260 0.5773 -2.4739 0.02 -0.39 -0.34
H -0.3833 -0.9823 -4.4448 0.55 0.39 -0.55
C 2.1154 0.3032 2.9494 0.78 -0.21 2.03
C 3.0672 -0.4341 3.9522 1.28 0.19 -0.31
C 0.8645 -0.5604 2.9028 -1.91 0.32 2.67
H 2.0425 1.2947 3.4491 -0.81 -0.42 -0.64
H 2.6181 0.5184 2.0085 -0.30 -0.48 -0.25
H 2.9278 -0.0383 4.9807 0.38 0.03 -0.62
H 0.3962 -0.7151 3.9862 1.47 0.38 -1.46
H -0.0472 -0.1235 2.4825 0.62 -0.36 -1.03
H 1.1099 -1.5924 2.6333 -0.30 0.39 -0.66
H 2.8612 -1.5021 4.0752 -0.09 0.04 -0.45
H 4.1456 -0.3593 3.6042 -1.08 0.08 0.78
```
Forces are in eV/Å.

The spin multiplicity is 2. For the gap between HOMO and LUMO (spin up / spin down), the calculation gives 0.08022 / 0.25277 Ha. The total charge is -1.

***

2 unconnected molecules or ions with the total composition C10H16 in a non-equilibrium geometry. Source: the Open Molecules 2025 dataset; level of theory: ωB97M-V/def2-TZVPD.

```
26
Properties=species:S:1:pos:R:3:forces:R:3
C 1.3002 -1.8255 -1.0379 -0.30 0.62 -1.39
C 2.9787 0.7801 1.1974 0.35 -0.08 -0.09
C 2.3667 -0.3482 0.7509 -1.73 -1.38 -0.55
C 3.1937 1.8270 0.3093 0.23 0.57 0.45
C 1.8561 -0.5285 -0.5617 1.34 0.99 0.62
C 2.6478 1.7768 -0.9480 0.19 -1.88 -0.92
C 2.0136 0.5695 -1.3961 -0.10 1.37 0.47
H 3.3295 0.7642 2.2166 0.15 0.35 0.15
H 2.1310 -1.1733 1.4153 0.42 -0.02 0.20
H 3.8098 2.6676 0.6171 -0.16 0.06 -0.03
H 2.9316 2.5068 -1.6962 -0.41 0.27 0.10
H 0.2189 -1.8497 -0.9066 -0.17 -0.40 0.62
H 1.8137 -2.7134 -0.6818 -0.19 0.04 0.27
H 1.5908 0.5701 -2.3945 0.17 -0.24 -0.09
H 1.3584 -1.8034 -2.1373 0.24 -0.28 0.18
C -2.8985 -0.0483 -0.1488 2.51 0.86 1.02
C -2.8252 1.0416 0.9342 -0.69 0.70 0.43
C -3.4659 -1.3347 0.3934 -0.82 -1.18 0.28
H -1.8168 -0.1781 -0.3215 -0.28 -0.33 -0.54
H -3.2982 0.3890 -1.0619 -0.38 -0.50 -0.03
H -2.2310 0.7559 1.8021 -0.24 -0.55 0.10
H -2.3234 1.9653 0.6577 0.15 0.08 -0.80
H -3.3465 -1.4474 1.4832 -0.64 0.85 -0.08
H -3.0215 -2.3182 0.1856 0.48 0.48 -1.16
H -3.8091 1.3905 1.2759 -0.02 -0.33 0.13
H -4.5042 -1.4355 0.0538 -0.10 -0.05 0.64
```
Forces are in eV/Å.

The spin multiplicity is 2. For the gap between HOMO and LUMO (spin up / spin down), the calculation gives 0.09154 / 0.34908 Ha. The total charge is -1.

***

2 unconnected molecules or ions with the total composition C10H16 in a non-equilibrium geometry. Source: the Open Molecules 2025 dataset; level of theory: ωB97M-V/def2-TZVPD.

```
26
Properties=species:S:1:pos:R:3:forces:R:3
C -2.1542 1.9364 -0.9399 1.63 -2.15 0.77
C -0.7036 1.3440 -0.4591 -1.33 4.02 -1.78
C -2.4684 1.3093 -2.2924 1.90 2.57 0.29
H -2.9401 1.5870 -0.2269 0.60 0.82 -0.20
H -2.0287 3.0121 -1.0124 -0.49 0.17 0.13
H -0.0274 1.3340 -1.3546 -0.44 -0.21 1.02
H -3.3510 1.6895 -2.7209 -1.22 0.25 -0.70
H -1.6057 1.5261 -2.9286 -0.22 0.34 -0.40
H -2.4252 0.2911 -2.2443 -0.49 -2.91 0.35
H -0.3093 2.0185 0.3131 0.19 0.09 -0.36
H -0.7626 0.4633 0.0442 -0.23 -2.81 0.64
C -0.3011 -0.4933 2.3694 -1.54 1.75 1.07
C 2.7343 -1.6687 -0.4635 1.89 0.48 -0.32
C 1.6282 -2.4192 -0.2691 -3.60 -0.02 -0.47
C 3.0055 -0.5592 0.3900 -0.99 -0.45 0.17
C 0.5757 -1.8685 0.4831 0.15 -2.78 -0.93
C 2.0245 -0.1830 1.2379 -1.92 0.02 3.06
C 0.7001 -0.7994 1.3365 2.63 1.70 0.12
H 3.3501 -1.7475 -1.3060 1.02 -0.72 -1.13
H 1.2580 -3.2940 -0.8600 1.06 0.69 0.21
H 3.9977 -0.1902 0.4067 0.75 0.72 0.18
H -0.3058 -2.4542 0.3681 -1.09 -0.30 0.50
H 2.1173 0.3642 2.1961 0.94 0.68 -0.90
H -0.1458 0.4434 3.1629 0.04 -2.36 -2.22
H -0.6010 -1.3883 2.9650 0.31 0.32 0.04
H -1.2618 -0.2532 1.8048 0.42 0.08 0.86
```
Forces are in eV/Å.

The spin multiplicity is 2. For the gap between HOMO and LUMO (spin up / spin down), the calculation gives 0.10106 / 0.25495 Ha. The total charge is -1.

***

2 unconnected molecules or ions with the total composition C10H16 in a non-equilibrium geometry. Source: the Open Molecules 2025 dataset; level of theory: ωB97M-V/def2-TZVPD.

```
26
Properties=species:S:1:pos:R:3:forces:R:3
C -2.1336 0.0948 0.0481 -1.36 0.01 -0.52
C -1.2822 0.5648 1.1718 1.32 0.37 0.91
C -0.6237 -0.3215 2.0151 0.11 0.28 0.04
C 0.3743 0.1391 2.8924 -1.10 -0.69 -0.38
C 0.6087 1.4875 3.0269 0.06 0.48 -0.06
C -0.0578 2.4417 2.2195 1.14 -1.57 1.01
C -0.9268 1.9285 1.2923 -1.32 -0.35 -1.73
H -2.6173 0.9097 -0.5007 0.41 0.19 0.05
H -3.0046 -0.5197 0.3049 0.31 -0.11 0.55
H -1.5816 -0.4949 -0.6715 0.24 -0.05 -0.07
H -0.8739 -1.3732 1.9655 0.18 -0.14 -0.01
H 0.8972 -0.6194 3.4592 0.16 0.25 0.23
H 1.3476 1.8011 3.7536 0.01 0.18 -0.05
H 0.2793 3.4550 2.3695 -0.51 0.31 -0.48
H -1.3909 2.4621 0.4613 0.22 0.85 0.58
C 0.1576 -2.0561 -2.2140 -0.75 0.58 0.71
C 0.8839 -0.8278 -1.6193 -0.94 0.79 -1.04
C 2.0853 -0.3781 -2.4802 -1.28 -0.01 0.05
H -0.9205 -1.9787 -2.0377 0.01 -0.04 0.40
H 0.1672 -2.0477 -3.3049 0.67 -0.32 0.06
H 0.4543 -2.9878 -1.7415 0.30 -0.24 -0.47
H 1.0843 -0.8784 -0.5487 0.39 -0.51 -0.08
H 0.1621 -0.0021 -1.6361 0.03 -0.02 -0.21
H 1.8959 -0.6301 -3.5214 0.19 -0.83 -0.06
H 2.9611 -0.8768 -2.0805 0.59 0.61 -0.42
H 2.0539 0.7081 -2.6238 0.92 -0.01 1.00
```
Forces are in eV/Å.

The SMILES is Cc1ccccc1.CCC. For the gap between HOMO and LUMO, the calculation gives 0.36641 Ha.

***

2 unconnected molecules or ions with the total composition C10H16 in a non-equilibrium geometry. Source: the Open Molecules 2025 dataset; level of theory: ωB97M-V/def2-TZVPD.

```
26
Properties=species:S:1:pos:R:3:forces:R:3
C 2.9238 0.4900 -1.5521 1.24 -1.00 -1.55
C 2.6642 0.5946 -0.0891 -1.44 -0.51 2.26
C 1.1158 0.8477 0.1924 2.12 -3.22 0.17
C 0.2358 -0.2542 0.3138 0.31 5.10 0.26
C -0.9960 0.0502 0.8257 -0.83 -3.22 0.09
C -1.4766 1.3003 1.1100 0.09 2.80 0.65
C -0.5960 2.3966 0.9806 1.07 1.02 -1.38
C 0.7209 2.0732 0.5683 1.70 2.98 1.12
H 3.8233 -0.1951 -1.8031 -0.98 1.59 0.44
H 3.0073 1.5098 -2.0246 -0.10 -1.27 0.19
H 2.1028 -0.1083 -1.9880 0.11 0.65 -0.14
H 3.0650 -0.3341 0.4816 -0.97 1.43 -0.89
H 3.0803 1.4696 0.4267 0.66 -0.31 -0.48
H 0.5880 -1.1533 0.0223 0.61 -3.13 -0.57
H -1.5559 -0.8851 0.9950 -0.44 1.01 0.20
H -2.4664 1.5170 1.5306 0.29 -0.54 -0.40
H -0.7528 3.5542 0.9501 -0.53 -2.48 0.85
H 1.6760 2.7786 0.7057 -2.72 -0.73 -0.55
C -2.2685 -2.2961 -1.1043 -3.25 1.98 -0.62
C -2.2172 -3.6240 -0.3644 -0.31 -0.57 0.70
H -2.7543 -1.3339 -0.5770 0.62 -2.56 -0.98
H -1.3044 -1.9073 -1.3759 0.71 -0.30 0.05
H -2.8100 -2.4423 -2.0718 0.29 0.37 0.63
H -1.7488 -3.3592 0.5778 0.04 -0.70 0.51
H -1.5100 -4.1744 -0.9485 0.67 -0.74 -0.06
H -3.0783 -4.4063 -0.1862 1.04 2.35 -0.49
```
Forces are in eV/Å.

The SMILES is CCc1ccccc1.CC. For the gap between HOMO and LUMO, the calculation gives 0.37204 Ha.

***

2 unconnected molecules or ions with the total composition C10H16 in a non-equilibrium geometry. Source: the Open Molecules 2025 dataset; level of theory: ωB97M-V/def2-TZVPD.

```
26
Properties=species:S:1:pos:R:3:forces:R:3
C 1.3380 -0.3692 -1.2404 0.20 0.16 0.03
C 0.6399 0.9638 -1.1386 -0.57 -0.09 -0.16
C 1.2908 2.1225 -1.5634 -0.13 -0.72 -1.42
C 0.6319 3.3309 -1.7295 0.28 0.08 1.18
C -0.6225 3.4430 -1.1457 -0.70 0.04 -0.23
C -1.2934 2.3093 -0.7028 0.11 0.24 0.39
C -0.7050 1.0544 -0.7760 0.45 0.18 -0.12
H 2.4151 -0.2112 -1.2142 0.07 -0.12 0.05
H 1.1118 -0.8716 -2.1756 -0.10 0.02 -0.29
H 1.0730 -1.0746 -0.4569 -0.04 0.19 0.11
H 2.2168 1.9383 -2.0961 0.42 0.35 0.41
H 1.1668 4.1753 -2.1496 -0.21 -0.01 -0.05
H -1.2055 4.3579 -1.0852 0.47 0.17 -0.18
H -2.2549 2.4774 -0.2280 -0.13 -0.36 -0.31
H -1.2712 0.1462 -0.6324 -0.09 0.19 0.34
C 0.8372 -2.3219 1.9311 0.19 -0.11 0.44
C -0.6391 -2.1278 2.2695 -0.69 0.93 -1.00
C -1.4683 -2.0919 0.9728 -0.23 -0.52 0.68
H 1.0211 -2.8476 0.9919 -0.15 -0.69 0.36
H 1.3054 -1.3591 1.7204 -0.15 0.22 0.30
H 1.3641 -2.7441 2.7907 0.22 -0.22 -0.38
H -0.6726 -1.1398 2.7423 -0.41 -0.14 0.12
H -1.1959 -2.8120 2.9178 0.95 -0.29 0.23
H -1.0288 -1.3987 0.2742 -0.09 -0.06 -0.29
H -2.5089 -1.8514 1.1731 -0.10 0.51 0.02
H -1.5457 -3.0982 0.5507 0.45 0.07 -0.22
```
Forces are in eV/Å.

The SMILES is Cc1ccccc1.CCC. For the gap between HOMO and LUMO, the calculation gives 0.36943 Ha.

***

2 unconnected molecules or ions with the total composition C10H16 in a non-equilibrium geometry. Source: the Open Molecules 2025 dataset; level of theory: ωB97M-V/def2-TZVPD.

```
26
Properties=species:S:1:pos:R:3:forces:R:3
C -0.8405 -2.3194 -1.0358 -0.63 0.95 0.59
C -0.8481 -1.2054 0.1906 1.92 -2.74 0.07
C 0.5226 -1.1974 0.9261 -0.24 2.32 -3.07
C 1.6240 -0.5079 0.3065 -0.73 -2.72 4.43
C 2.8956 -0.5275 0.8989 -3.54 -1.38 0.32
C 3.0509 -1.2095 2.1391 -3.18 -0.33 -2.41
C 1.9593 -2.0195 2.6065 2.19 1.98 1.43
C 0.7151 -1.9174 2.0485 -0.55 -1.84 -0.49
H -1.6199 -1.9175 -1.7071 0.16 -0.74 0.08
H -0.9905 -3.4002 -0.8364 -0.45 0.81 0.56
H 0.0823 -2.3718 -1.6446 -0.09 0.82 0.65
H -1.1233 -0.3090 -0.2657 0.41 1.78 -1.03
H -1.6149 -1.2206 0.9653 -0.29 -1.22 -0.14
H 1.4171 -0.1799 -0.6225 -0.20 1.59 -3.04
H 3.5469 -0.1604 0.1784 2.35 0.90 -0.05
H 3.9746 -1.0566 2.5416 2.25 -0.47 1.73
H 1.9846 -2.5211 3.5756 0.60 -0.15 -0.37
H -0.0538 -2.6660 2.2547 0.00 0.48 0.73
C -2.2317 3.0055 -2.0728 -4.82 -0.44 1.08
C -1.3507 3.7072 -1.1559 2.85 -0.12 3.17
H -2.3259 1.9813 -1.8664 1.22 -1.99 -0.44
H -3.3759 3.0708 -1.8019 1.65 1.16 -0.17
H -2.2672 3.2557 -3.1008 0.73 0.09 -1.01
H -1.3809 4.7713 -1.2502 0.02 0.75 -0.23
H -0.2548 3.3899 -1.2681 -1.37 0.49 -0.18
H -1.4949 3.5255 -0.0034 -0.28 0.03 -2.21
```
Forces are in eV/Å.

The SMILES is CCc1ccccc1.CC. For the gap between HOMO and LUMO, the calculation gives 0.35731 Ha.

***

E_tot (computed, Eh): -1753.58388 -731.29953 -390.54157 -390.55465 -390.50584 -390.59924 -390.54379 -390.60642 -390.53619
Energy relative to the best compared isomer or geometry (same formula, charge and spin) (computed, eV): 0.000 0.518 1.133 0.777 2.106 0.997 2.506 0.802 2.712